Run i
Formula: C2H8N2O2
Source: the Open Molecules 2025 dataset
Level of theory: ωB97M-V/def2-TZVPD

Values from the calculation:
SMILES string: NCC(N)=O.O
HOMO-LUMO gap in eV: 10.390
HOMO energy in eV: -9.63

```
! wB97M-V def2-TZVPD RIJCOSX def2/J DEFGRID3
* xyz 0 1
N 1.490 0.277 0.271
C 0.667 -0.858 -0.187
C -0.778 -0.759 0.310
N -0.905 -0.106 1.502
O -1.678 -1.346 -0.251
H 2.219 -0.083 0.873
H 1.954 0.709 -0.516
H 0.580 -0.892 -1.273
H 1.063 -1.807 0.168
H -1.834 0.045 1.859
H -0.188 0.594 1.647
O -0.713 1.443 -1.835
H -0.491 1.960 -1.052
H -1.388 0.824 -1.517
*
```

Here are the Löwdin charges for atoms 1 to 4, given in e: 0.00 -0.18 -0.58 0.16

Run ii
Formula: C2H8N2O2
Source: the Open Molecules 2025 dataset
Level of theory: ωB97M-V/def2-TZVPD

Values from the calculation:
SMILES string: NC(N)=O.CO
HOMO-LUMO gap in eV: 10.372
HOMO energy in eV: -9.50

```
! wB97M-V def2-TZVPD RIJCOSX def2/J DEFGRID3
* xyz 0 1
N -1.972 -0.821 -1.526
C -0.812 -0.262 -0.848
N -1.154 0.442 0.239
O 0.314 -0.453 -1.261
H -1.939 -0.441 -2.473
H -1.756 -1.804 -1.660
H -2.116 0.660 0.421
H -0.479 0.964 0.779
C 1.919 -0.168 1.390
O 1.403 1.140 1.622
H 2.305 -0.298 0.388
H 2.659 -0.412 2.155
H 1.088 -0.855 1.527
H 2.141 1.753 1.635
*
```

Here are the Löwdin charges for atoms 1 to 4, given in e: 0.08 -0.64 0.18 0.04

Best to worst by energy: run i, run ii.

Run i
Formula: C2H8N2O2
Source: the Open Molecules 2025 dataset
Level of theory: ωB97M-V/def2-TZVPD

Values from the calculation:
SMILES string: CON(N)OC
HOMO-LUMO gap in eV: 10.173
HOMO energy in eV: -9.06

```
! wB97M-V def2-TZVPD RIJCOSX def2/J DEFGRID3
* xyz 0 1
C 1.890 -0.764 0.001
O 0.704 -1.296 0.480
N -0.566 -0.449 -0.054
N -1.736 -1.158 -0.168
O -0.670 0.699 0.795
C -0.755 1.953 0.020
H 2.658 -1.712 -0.128
H 2.515 -0.174 0.635
H 1.768 -0.252 -0.919
H -1.953 -1.656 0.659
H -1.601 -1.940 -0.843
H -1.109 2.633 0.758
H -1.370 1.908 -0.854
H 0.224 2.208 -0.383
*
```

Here are the Löwdin charges for atoms 1 to 4, given in e: -0.18 -0.16 -0.18 0.08

Run ii
Formula: C2H8N2O2
Source: the Open Molecules 2025 dataset
Level of theory: ωB97M-V/def2-TZVPD

Values from the calculation:
SMILES string: O=NO.CNC
HOMO-LUMO gap in eV: 9.311
HOMO energy in eV: -9.04

```
! wB97M-V def2-TZVPD RIJCOSX def2/J DEFGRID3
* xyz 0 1
O -2.144 -0.853 1.000
N -2.280 -0.133 0.021
O -1.805 -0.444 -1.235
H -1.151 0.327 -1.371
C 0.843 -1.219 0.279
N 0.000 0.208 0.285
C 0.762 1.378 -0.151
H 0.179 -2.043 0.043
H 1.520 -1.155 -0.570
H 1.379 -1.422 1.206
H -0.171 0.345 1.281
H 0.186 2.285 0.032
H 1.709 1.462 0.392
H 0.974 1.262 -1.213
*
```

Here are the Löwdin charges for atoms 1 to 4, given in e: -0.01 -0.12 -0.08 0.12

Run iii
Formula: C2H8N2O2
Source: the Open Molecules 2025 dataset
Level of theory: ωB97M-V/def2-TZVPD

Values from the calculation:
SMILES string: NCN(O)CO
HOMO-LUMO gap in eV: 9.544
HOMO energy in eV: -8.74

```
! wB97M-V def2-TZVPD RIJCOSX def2/J DEFGRID3
* xyz 0 1
N 1.400 1.313 -0.667
C 0.680 0.053 -0.519
N -0.569 0.407 0.128
O -0.207 1.093 1.374
C -1.377 -0.740 0.530
O -1.117 -1.909 -0.234
H 0.771 1.924 -1.192
H 2.192 1.149 -1.289
H 1.283 -0.643 0.075
H 0.501 -0.380 -1.509
H 0.574 1.613 1.074
H -2.430 -0.484 0.378
H -1.258 -0.996 1.590
H -0.445 -2.401 0.263
*
```

Here are the Löwdin charges for atoms 1 to 4, given in e: -0.01 -0.29 -0.16 -0.07

Run iv
Formula: C2H8N2O2
Source: the Open Molecules 2025 dataset
Level of theory: ωB97M-V/def2-TZVPD

Values from the calculation:
SMILES string: NC=O.NCO
HOMO-LUMO gap in eV: 10.810
HOMO energy in eV: -10.01

```
! wB97M-V def2-TZVPD RIJCOSX def2/J DEFGRID3
* xyz 0 1
N -2.270 0.151 0.205
C -1.613 -0.684 -0.729
O -1.502 -1.871 -0.701
H -2.642 -0.417 0.999
H -2.014 1.075 0.505
H -1.196 -0.100 -1.624
N 1.398 -0.526 1.089
C 1.534 0.031 -0.201
O 1.301 1.495 -0.126
H 1.616 0.191 1.790
H 0.407 -0.661 1.241
H 2.595 -0.121 -0.476
H 0.811 -0.345 -0.896
H 1.576 1.782 -1.075
*
```

Here are the Löwdin charges for atoms 1 to 4, given in e: 0.10 -0.45 0.04 0.11

Best to worst by energy: run iv, run iii, run ii, run i.

Run i
Formula: C5H7NS
Source: the Open Molecules 2025 dataset
Level of theory: ωB97M-V/def2-TZVPD

Values from the calculation:
SMILES string: C=CC(=C)NC=S
HOMO-LUMO gap in eV: 8.646
HOMO energy in eV: -8.41

```
! wB97M-V def2-TZVPD RIJCOSX def2/J DEFGRID3
* xyz 0 1
C 1.738 1.745 -0.098
C 1.168 0.812 0.603
C 1.014 -0.581 0.127
C 2.056 -1.170 -0.479
N -0.167 -1.251 0.339
C -1.461 -0.830 0.168
S -2.088 0.625 -0.280
H 1.770 2.746 0.406
H 2.015 1.645 -1.185
H 0.833 1.062 1.642
H 3.021 -0.631 -0.597
H 2.065 -2.136 -1.063
H -0.035 -2.238 0.409
H -2.183 -1.553 0.561
*
```

Here are the Löwdin charges for atoms 1 to 4, given in e: -0.01 -0.20 -0.39 0.06

Run ii
Formula: C5H7NS
Source: the Open Molecules 2025 dataset
Level of theory: ωB97M-V/def2-TZVPD

Values from the calculation:
HOMO-LUMO gap in eV: 9.469
HOMO energy in eV: -8.57

```
! wB97M-V def2-TZVPD RIJCOSX def2/J DEFGRID3
* xyz 0 1
C 1.611 0.944 0.388
C 2.917 0.657 0.474
C 1.752 -0.815 -1.164
C -0.846 -0.941 0.523
C -0.412 -0.155 -0.677
N 0.998 0.164 -0.649
S 3.413 -0.478 -0.712
H 0.850 1.522 0.885
H 3.612 1.156 1.118
H -0.600 -1.975 0.311
H -1.896 -1.081 0.578
H -1.013 0.821 -0.657
H -0.835 -0.626 -1.499
H -0.358 -0.768 1.472
*
```

Here are the Löwdin charges for atoms 1 to 4, given in e: -0.15 -0.44 -0.36 -0.09

Run iii
Formula: C5H7NS
Source: the Open Molecules 2025 dataset
Level of theory: ωB97M-V/def2-TZVPD

Values from the calculation:
SMILES string: Cn1ccc(S)c1
HOMO-LUMO gap in eV: 9.022
HOMO energy in eV: -8.34

```
! wB97M-V def2-TZVPD RIJCOSX def2/J DEFGRID3
* xyz 0 1
C -2.224 1.797 -0.466
N -1.292 0.682 -0.347
C -1.370 -0.497 -0.903
C -0.225 -1.203 -0.733
C 0.680 -0.364 0.064
S 2.272 -0.760 0.828
C -0.115 0.750 0.358
H -2.786 1.982 0.567
H -2.883 1.751 -1.413
H -1.617 2.756 -0.641
H -2.323 -0.615 -1.413
H -0.244 -2.364 -0.995
H 1.884 -0.658 2.348
H 0.187 1.651 0.806
*
```

Here are the Löwdin charges for atoms 1 to 4, given in e: -0.04 -0.20 -0.18 -0.11

Best to worst by energy: run i, run iii, run ii.

Run i
Formula: C5H7NS
Source: the Open Molecules 2025 dataset
Level of theory: ωB97M-V/def2-TZVPD

Values from the calculation:
HOMO-LUMO gap (alpha / beta) in eV: 6.803 / 8.144
HOMO energy (alpha / beta) in eV: -7.09 / -8.51

```
! wB97M-V def2-TZVPD RIJCOSX def2/J DEFGRID3
* xyz 0 1
C -0.375 -1.064 -1.322
C -2.052 0.172 -0.323
C 0.710 -0.866 -0.364
C 0.379 -0.167 0.891
C 1.002 1.210 0.961
N -1.544 -0.608 -1.047
S -2.970 1.225 0.337
H -0.281 -1.939 -2.062
H 0.899 -2.075 -0.147
H 1.575 -0.539 -0.840
H -0.679 -0.002 1.084
H 2.033 1.166 1.193
H 0.531 1.818 1.741
H 0.771 1.670 -0.101
*
```

Here are the Löwdin charges for atoms 1 to 4, given in e: -0.16 -0.83 -0.24 -0.12

Run ii
Formula: C5H7NS
Source: the Open Molecules 2025 dataset
Level of theory: ωB97M-V/def2-TZVPD

Values from the calculation:
SMILES string: S=C1C[C@H]2N[C@@H]2C1
HOMO-LUMO gap in eV: 8.346
HOMO energy in eV: -8.63

```
! wB97M-V def2-TZVPD RIJCOSX def2/J DEFGRID3
* xyz 0 1
S 2.405 -0.022 0.031
C 0.763 0.020 -0.072
C -0.180 -1.259 0.143
C -1.424 -0.680 -0.425
N -2.650 0.060 -0.054
C -1.403 0.623 0.370
C -0.140 1.291 -0.165
H -0.243 -1.357 1.231
H 0.270 -2.116 -0.386
H -1.280 -0.487 -1.509
H -3.149 -0.328 0.772
H -1.280 0.487 1.433
H -0.233 1.606 -1.167
H 0.281 2.142 0.390
*
```

Here are the Löwdin charges for atoms 1 to 4, given in e: 0.68 -0.71 -0.17 -0.27

Best to worst by energy: run ii, run i.